Here is a 2-piece molecular cluster, C3H10N2S overall at a distorted geometry from the OMol25 dataset. Energies are from wB97M-V/def2-TZVPD.

```
! wB97M-V def2-TZVPD RIJCOSX def2/J DEFGRID3
* xyz 0 1
C -1.796 1.870 0.387
C -1.276 0.431 0.472
S -2.170 -0.589 -0.678
H -2.251 2.037 -0.606
H -2.621 2.027 1.119
H -1.004 2.549 0.412
H -0.268 0.099 0.188
H -1.279 0.129 1.606
N 1.828 -1.014 -1.495
C 2.647 -1.429 -0.361
N 2.105 -1.899 0.741
H 0.911 -1.035 -0.990
H 2.029 -0.028 -1.408
H 3.659 -0.997 -0.361
H 2.774 -2.049 1.410
H -3.289 -0.103 -0.437
*
```

Its structure (SMILES) is [H]/N=C/N.CCS. As for the energy relative to the best compared isomer or geometry (same formula, charge and spin): 41.1 kcal per mole. The calculation puts the HOMO-LUMO gap at 9.80 eV. The highest occupied orbital energy is -0.32843 Ha.

For reference, the natural (NBO) charges in units of e are:
1. C -0.627
2. C -0.539
3. S 0.007
4. H 0.212
5. H 0.218
6. H 0.217
7. H 0.211
8. H 0.214
9. N -0.795
10. C 0.267
11. N -0.677
12. H 0.363
13. H 0.357
14. H 0.150
15. H 0.337
16. H 0.087